Formula: C37H53NO8
Source: the Open Molecules 2025 dataset
Level of theory: ωB97M-V/def2-TZVPD

Calculated values
* frontier orbital gap: 8.926 eV
* relative energy (zero: lowest compared OMol25 entry of this formula, charge and spin): 1.4 kJ/mol

Cartesian coordinates (Å):
C -7.032 2.433 0.377
H -7.420 3.180 -0.320
O -5.646 2.243 0.195
N -5.387 1.842 -1.116
C -4.186 1.570 -1.401
C -3.880 1.140 -2.806
C -4.211 -0.347 -2.980
H -5.267 -0.508 -2.785
H -3.632 -0.944 -2.282
H -3.983 -0.666 -3.995
H -4.494 1.709 -3.509
C -2.401 1.412 -3.091
C -1.997 2.878 -3.143
C -2.835 3.884 -2.927
C -2.493 5.346 -2.964
C -3.588 6.116 -3.701
H -3.345 7.175 -3.745
H -4.542 6.002 -3.190
H -3.695 5.743 -4.717
C -2.352 5.864 -1.529
H -1.546 5.347 -1.012
H -3.276 5.700 -0.977
H -2.134 6.930 -1.528
H -1.547 5.499 -3.489
H -3.866 3.689 -2.670
C -0.544 3.069 -3.486
H -0.090 3.851 -2.882
H -0.436 3.343 -4.536
H -0.004 2.141 -3.317
H -2.140 0.969 -4.063
O -1.553 0.705 -2.185
C -1.874 0.733 -0.812
O -2.279 -0.553 -0.394
C -1.305 -1.565 -0.619
C -0.030 -1.263 0.167
H -0.252 -1.254 1.236
H 0.717 -2.032 -0.033
C 0.493 0.112 -0.232
C -0.601 1.156 -0.048
H -0.834 1.238 1.014
H -0.265 2.125 -0.418
H 0.842 0.092 -1.271
O 1.585 0.498 0.618
C 2.791 0.005 0.379
O 3.074 -0.734 -0.536
C 3.771 0.458 1.432
C 4.921 1.244 0.874
C 6.073 1.355 1.518
C 7.225 2.157 1.004
H 6.932 2.765 0.153
H 7.603 2.796 1.800
H 8.033 1.491 0.700
C 6.344 0.673 2.847
O 6.590 1.620 3.863
H 5.740 1.836 4.266
H 7.282 0.114 2.731
C 5.247 -0.316 3.281
H 5.718 -1.196 3.746
C 4.320 -0.809 2.154
C 3.182 -1.369 2.986
C 2.343 -2.381 2.753
C 2.428 -3.319 1.658
C 1.555 -4.291 1.381
C 0.249 -4.552 2.075
C 0.492 -5.282 3.404
H 1.001 -6.227 3.226
H -0.455 -5.487 3.900
H 1.111 -4.687 4.070
H -0.229 -3.592 2.292
C -0.706 -5.408 1.213
C -0.677 -5.122 -0.268
C -1.195 -4.047 -0.850
C -1.922 -2.906 -0.213
H -2.958 -2.906 -0.566
H -1.939 -2.986 0.872
H -1.125 -3.964 -1.928
C -0.064 -6.210 -1.105
H -0.694 -7.100 -1.064
H 0.031 -5.904 -2.143
H 0.920 -6.491 -0.733
H -0.439 -6.457 1.356
H -1.721 -5.275 1.594
H 1.803 -4.971 0.580
H 3.323 -3.252 1.058
H 1.566 -2.555 3.488
C 3.194 -0.543 4.249
H 3.245 -1.198 5.131
O 4.348 0.282 4.201
H 2.318 0.106 4.352
O 4.990 -1.662 1.284
H 4.568 -1.595 0.409
H 4.766 1.728 -0.079
H 3.226 1.070 2.158
H -1.064 -1.581 -1.692
C -3.031 1.669 -0.450
H -3.376 1.414 0.554
H -2.677 2.703 -0.440
H -7.144 2.784 1.401
H -7.579 1.496 0.241


Formula: C37H54BFKN4O2P2
Source: the Open Molecules 2025 dataset
Level of theory: ωB97M-V/def2-TZVPD

Calculated values
* frontier orbital gap: 3.640 eV
* net charge: -1

Cartesian coordinates (Å):
K 0.207 1.563 0.256
C 3.667 1.369 -2.066
C 4.027 0.363 -0.963
C 5.290 -0.410 -1.339
C 4.298 1.155 0.324
P 2.472 -0.660 -0.638
C 2.939 -1.559 0.952
N 1.723 -1.968 1.640
B 0.648 -1.122 2.016
N -0.434 -1.920 2.478
C -1.781 -1.561 2.891
P -2.290 0.108 2.209
C -3.548 0.602 3.534
C -2.692 1.084 4.717
C -4.336 1.804 3.001
C -4.515 -0.469 4.042
C -3.184 -0.391 0.620
C -4.534 -1.090 0.772
C -3.356 0.891 -0.207
C -2.229 -1.323 -0.141
C 0.014 -3.241 2.443
C -0.626 -4.406 2.831
C 0.064 -5.609 2.696
C 1.357 -5.639 2.196
C 2.011 -4.470 1.811
C 1.330 -3.270 1.934
C 2.402 -2.107 -1.864
C 3.449 -3.212 -1.707
C 1.008 -2.727 -1.664
C 2.458 -1.538 -3.286
H 4.486 2.084 -2.190
H 2.769 1.934 -1.806
H 3.495 0.886 -3.028
H 6.130 0.290 -1.387
H 5.204 -0.885 -2.317
H 5.536 -1.172 -0.594
H 4.916 2.025 0.092
H 4.828 0.559 1.070
H 3.371 1.538 0.751
H 3.476 -0.851 1.581
H 3.580 -2.421 0.785
H -1.838 -1.519 3.982
H -2.477 -2.333 2.554
H -1.956 1.823 4.394
H -2.161 0.261 5.199
H -3.335 1.548 5.470
H -3.661 2.557 2.587
H -4.904 2.264 3.814
H -5.043 1.507 2.226
H -3.988 -1.349 4.417
H -5.221 -0.787 3.280
H -5.093 -0.052 4.874
H -5.300 -0.407 1.140
H -4.471 -1.953 1.439
H -4.857 -1.448 -0.210
H -4.011 1.610 0.287
H -3.781 0.651 -1.184
H -2.392 1.372 -0.388
H -2.213 -2.330 0.282
H -1.207 -0.935 -0.135
H -2.553 -1.389 -1.181
H -1.629 -4.386 3.237
H -0.420 -6.530 2.992
H 1.875 -6.586 2.110
H 3.023 -4.510 1.431
H 3.264 -3.813 -0.815
H 4.467 -2.829 -1.668
H 3.378 -3.886 -2.566
H 0.868 -3.096 -0.647
H 0.879 -3.573 -2.346
H 0.225 -1.998 -1.880
H 3.468 -1.233 -3.560
H 1.793 -0.677 -3.391
H 2.133 -2.302 -3.998
O -5.056 1.574 -5.298
C -4.205 0.706 -4.644
O -4.542 -0.463 -4.619
C -3.016 1.257 -4.047
C -2.695 2.638 -3.970
C -1.575 3.101 -3.341
C -0.669 2.207 -2.667
C -0.969 0.804 -2.819
C -2.077 0.362 -3.469
N 0.346 2.544 -1.903
C 0.890 3.809 -1.863
C 1.671 4.237 -0.810
C 2.478 5.431 -0.910
C 3.258 5.832 0.126
C 3.270 5.078 1.333
C 2.470 3.956 1.370
N 1.703 3.503 0.380
H -4.663 2.451 -5.293
H -3.365 3.382 -4.396
H -1.395 4.168 -3.291
H -0.247 0.100 -2.411
H -2.272 -0.699 -3.582
H 0.792 4.474 -2.724
H 2.464 5.980 -1.845
H 3.878 6.718 0.038
H 3.874 5.367 2.183
H 2.448 3.351 2.280
F 0.709 0.228 2.002


Formula: C37H54BNO27PS3
Source: the Open Molecules 2025 dataset
Level of theory: ωB97M-V/def2-TZVPD

Calculated values
* frontier orbital gap: 7.179 eV
* net charge: +1
* relative energy (zero: lowest compared OMol25 entry of this formula, charge and spin): 0.0 kJ/mol

Cartesian coordinates (Å):
C -3.724 2.439 1.791
C -2.284 2.885 1.977
C -1.876 2.936 3.481
O -0.741 2.093 3.844
C -0.795 1.484 5.054
O 0.016 1.707 5.882
C -1.857 0.438 5.324
S -2.243 -0.637 3.923
C -0.596 -1.209 3.636
N 0.136 -0.435 2.804
C 1.407 -0.688 2.461
C 2.058 -1.812 2.993
O 3.337 -2.106 2.680
B 4.372 -1.267 3.174
O 4.397 -1.012 4.514
O 5.357 -0.891 2.308
C 1.328 -2.662 3.832
C 2.003 -3.882 4.394
O 2.519 -3.819 5.451
O 1.981 -4.968 3.644
C -0.007 -2.369 4.168
P -0.974 -3.532 5.186
S -1.876 -4.832 4.093
O -1.391 2.024 1.265
C -1.595 1.956 -0.113
O -1.415 2.891 -0.801
C -1.935 0.582 -0.582
S -0.473 -0.184 -1.335
H -4.127 2.781 0.844
H -3.769 1.354 1.790
H -4.345 2.806 2.598
H -2.179 3.896 1.599
H -2.714 2.662 4.113
H -1.553 3.943 3.708
H -2.789 0.877 5.674
H -1.447 -0.177 6.117
H -0.330 0.420 2.435
H 1.876 -0.009 1.768
H 4.111 -0.140 4.800
H 5.174 -0.090 1.809
H 1.254 -4.962 3.003
H -0.019 -4.022 6.076
H -1.806 -2.710 5.949
H -2.196 -0.064 0.247
H -2.769 0.622 -1.272
H -0.684 0.165 -2.615
C 3.446 1.991 -6.677
C 2.673 1.813 -5.400
C 2.959 0.503 -4.704
O 1.699 0.248 -4.017
C 0.737 0.863 -4.707
O -0.439 0.713 -4.519
O 1.243 1.668 -5.653
H 3.219 2.952 -7.143
H 4.518 1.953 -6.489
H 3.178 1.199 -7.376
H 2.795 2.673 -4.735
H 3.774 0.538 -3.987
H 3.143 -0.278 -5.436
C 1.675 -4.367 -8.179
C 3.060 -3.788 -8.084
C 4.054 -4.579 -7.253
O 4.940 -3.548 -6.774
C 4.249 -2.399 -6.750
O 4.626 -1.373 -6.264
O 3.061 -2.534 -7.361
H 1.053 -3.752 -8.827
H 1.719 -5.374 -8.594
H 1.208 -4.405 -7.194
H 3.458 -3.586 -9.080
H 4.614 -5.316 -7.820
H 3.583 -5.056 -6.392
C -3.131 2.125 10.690
C -2.755 2.645 9.329
C -2.808 4.150 9.163
O -3.104 4.286 7.761
C -3.759 3.181 7.366
O -4.278 3.037 6.301
O -3.712 2.231 8.323
H -3.024 1.042 10.735
H -2.487 2.567 11.451
H -4.169 2.366 10.917
H -1.777 2.263 9.024
H -1.874 4.652 9.397
H -3.621 4.601 9.733
C -0.981 6.096 -4.368
C -0.294 5.878 -5.690
C 0.749 4.781 -5.709
O 1.647 5.235 -6.731
C 1.556 6.591 -6.799
O 2.293 7.284 -7.413
O 0.505 7.020 -6.062
H -1.746 6.867 -4.451
H -1.455 5.172 -4.035
H -0.262 6.420 -3.616
H -1.029 5.719 -6.484
H 0.352 3.806 -5.963
H 1.296 4.723 -4.763
C -1.603 -7.776 10.062
C -1.538 -6.858 8.870
C -1.617 -5.376 9.180
O -2.214 -4.847 7.982
C -2.963 -5.844 7.419
O -3.713 -5.685 6.517
O -2.693 -7.018 8.022
H -1.496 -8.815 9.754
H -0.803 -7.540 10.763
H -2.564 -7.676 10.566
H -0.654 -7.075 8.264
H -0.648 -4.915 9.351
H -2.280 -5.165 10.021
C -1.160 1.640 -10.678
C -0.353 0.791 -9.732
C 1.006 1.342 -9.356
O 1.752 0.145 -9.085
C 1.201 -0.862 -9.800
O 1.682 -1.942 -9.927
O 0.027 -0.467 -10.337
H -2.137 1.195 -10.861
H -1.306 2.634 -10.257
H -0.651 1.730 -11.638
H -0.932 0.556 -8.835
H 0.983 1.973 -8.471
H 1.483 1.878 -10.179


Formula: C37H54BO29S6
Source: the Open Molecules 2025 dataset
Level of theory: ωB97M-V/def2-TZVPD

Calculated values
* frontier orbital gap (spin up / spin down): 2.844 / 6.632 eV
* spin multiplicity: 2
* net charge: -2
* ⟨S²⟩: 0.7538

Cartesian coordinates (Å):
O 3.344 -15.747 7.883
C 4.569 -15.791 7.947
O 5.429 -14.838 7.783
B 6.812 -15.363 8.066
O 6.605 -16.755 8.392
C 5.349 -17.054 8.373
O 4.888 -18.142 8.631
O 7.550 -14.699 9.204
C 8.494 -13.902 8.628
O 9.238 -13.046 9.195
C 8.548 -14.358 7.158
O 7.695 -15.319 6.882
O 9.440 -13.926 6.368
C 7.130 -14.511 3.560
C 7.460 -15.109 2.222
O 6.352 -14.991 1.409
S 5.532 -13.553 1.707
O 4.077 -13.620 1.564
O 6.192 -12.438 1.079
O 5.985 -13.692 3.301
H 7.907 -14.036 4.157
H 6.751 -15.227 4.289
H 7.435 -16.163 2.498
H 8.509 -14.971 1.962
C 11.352 -13.516 3.906
C 12.212 -14.051 2.727
O 13.530 -14.224 3.220
S 13.779 -13.863 4.863
O 14.932 -12.990 5.156
O 13.677 -15.099 5.587
O 12.311 -13.024 4.876
H 10.769 -14.342 4.314
H 10.755 -12.685 3.530
H 12.500 -13.287 2.005
H 11.888 -14.928 2.166
C 0.477 -18.990 7.753
C 1.869 -18.755 8.393
O 1.683 -18.517 9.777
S 0.135 -18.959 10.318
O -0.621 -17.725 10.538
O 0.309 -19.932 11.411
O -0.236 -19.642 8.778
H 0.585 -19.749 6.978
H -0.070 -18.091 7.469
H 2.321 -17.984 7.768
H 2.696 -19.464 8.367
O -0.342 -17.664 4.965
S -0.068 -17.186 3.633
O -1.049 -16.974 2.532
O 0.816 -15.767 3.793
C 1.833 -15.786 4.820
C 2.884 -14.747 4.375
C 1.292 -18.235 2.865
H 2.306 -16.751 5.001
H 1.395 -15.529 5.785
H 3.708 -15.318 3.949
H 3.264 -14.191 5.232
H 2.422 -14.072 3.654
H 1.842 -18.627 3.720
H 1.991 -17.693 2.229
H 0.817 -19.068 2.346
O 9.828 -16.735 3.618
S 10.339 -17.843 4.383
O 9.442 -18.935 4.768
O 11.646 -18.573 3.665
C 12.483 -17.619 3.074
C 12.116 -17.512 1.595
C 10.975 -17.203 5.998
H 13.490 -18.031 3.136
H 12.540 -16.638 3.546
H 12.959 -16.965 1.174
H 11.150 -17.018 1.484
H 12.156 -18.465 1.069
H 10.244 -16.559 6.486
H 11.923 -16.665 5.976
H 10.977 -18.112 6.600
O 6.327 -19.364 13.415
S 4.861 -19.343 13.597
O 4.272 -19.772 14.836
O 4.188 -17.904 13.036
C 4.366 -17.441 11.755
C 3.506 -16.130 11.653
C 3.993 -20.582 12.366
H 4.115 -18.189 11.003
H 5.408 -17.130 11.671
H 4.063 -15.471 10.986
H 3.220 -15.600 12.561
H 2.627 -16.481 11.112
H 2.914 -20.506 12.498
H 4.336 -21.560 12.701
H 4.237 -20.360 11.327
C 6.455 -11.102 9.566
C 5.586 -11.132 8.493
C 5.143 -9.955 8.006
C 5.629 -8.754 8.479
C 6.507 -8.738 9.591
C 6.995 -9.978 10.062
H 6.879 -12.047 9.872
H 5.311 -12.088 8.073
H 4.506 -9.896 7.136
H 5.263 -7.829 8.059
H 6.894 -7.811 9.986
H 7.709 -9.979 10.872
C 13.626 -15.720 9.118
C 12.696 -14.698 8.866
C 12.943 -13.451 9.440
C 14.118 -13.301 10.154
C 15.093 -14.294 10.250
C 14.809 -15.530 9.704
H 13.456 -16.691 8.678
H 11.758 -14.945 8.390
H 12.202 -12.668 9.375
H 14.285 -12.335 10.609
H 16.052 -14.174 10.731
H 15.528 -16.334 9.657
C 7.987 -11.131 5.613
C 7.030 -10.359 5.125
C 7.148 -8.951 5.174
C 8.387 -8.427 5.643
C 9.367 -9.257 6.101
C 9.130 -10.567 6.125
H 7.853 -12.200 5.535
H 6.165 -10.721 4.590
H 6.407 -8.332 4.691
H 8.594 -7.367 5.629
H 10.310 -8.797 6.358
H 10.001 -11.109 6.462